56
Properties=species:S:1:pos:R:3:mulliken_charge:R:1 method="wB97M-V/def2-TZVPD" gap_ev=9.761 molar_mass_g_mol=393.1 total_charge=-1 relative_energy_kcal_mol=8.6
B -0.00071 0.05961 0.15362 -0.614
F -0.95587 0.59905 0.90134 0.254
F 0.73873 1.10966 -0.32936 0.214
F 0.83457 -0.66165 0.82295 1.358
F -0.51400 -0.59650 -1.02193 -0.388
O 3.32956 0.03668 1.62506 -0.652
H 4.14155 0.55837 1.71363 0.249
H 3.24484 -0.10201 0.65955 0.220
O -2.35818 -0.18301 3.20085 -0.565
H -2.48622 0.62838 3.64315 0.250
H -2.75678 -0.80834 3.79795 0.220
O -2.91435 -0.54359 -3.26710 -0.719
H -3.62021 0.05685 -3.41533 0.283
H -2.29051 -0.08287 -2.71912 0.443
O -2.01156 -2.91891 -1.63239 -0.720
H -2.21709 -2.23708 -2.26626 0.357
H -2.04405 -2.46451 -0.79857 0.293
O 1.26208 2.36409 2.34008 -0.676
H 0.75034 1.61656 1.93206 0.314
H 1.81748 1.96385 3.00927 0.314
O -3.42018 0.19510 -0.48629 -0.629
H -2.95746 -0.45514 0.06593 0.297
H -4.30232 0.12123 -0.14634 0.318
O -2.46354 -1.86979 1.22321 -0.864
H -1.69794 -2.37883 1.30392 0.380
H -2.31472 -1.13335 1.80091 0.324
O -0.10804 -3.52762 0.77740 -0.709
H 0.18809 -3.74560 1.67350 0.365
H 0.26565 -2.63348 0.82482 0.076
O 1.41523 -0.30156 3.65390 -0.706
H 1.70168 -0.15653 2.74411 -0.090
H 0.62417 -0.81550 3.39706 0.357
O 2.79892 -2.68011 -0.66997 -0.741
H 2.92498 -1.76140 -0.84388 0.446
H 2.27715 -2.98627 -1.39732 0.283
O 2.67823 -2.71830 2.12991 -0.630
H 3.25203 -2.00125 2.23357 0.327
H 2.55797 -2.83284 1.19177 0.345
O 0.96251 3.85261 -0.63693 -0.747
H 0.82974 4.43415 0.14443 0.308
H 0.82467 2.92880 -0.31211 0.321
O -2.51370 2.74812 1.69833 -0.713
H -2.60612 1.86508 1.38958 0.358
H -2.04443 3.19914 1.00669 0.287
O 3.05416 -0.13203 -1.66171 -0.670
H 2.23273 -0.02914 -2.14526 0.354
H 3.64564 -0.30574 -2.38380 0.265
O 0.81756 0.45942 -3.24679 -0.652
H 0.67491 -0.47711 -3.36876 0.294
H 0.98973 0.96347 -4.06248 0.271
O 0.79295 3.36061 -3.31076 -0.699
H 0.61175 2.66651 -2.65372 0.404
H 1.36265 3.83290 -2.70968 0.258
O -1.79234 1.60352 -2.06097 -0.805
H -0.93819 1.13747 -2.16543 0.238
H -2.27376 1.17883 -1.34627 0.344

=====

23
Properties=species:S:1:pos:R:3:mulliken_charge:R:1 method="wB97M-V/def2-TZVPD" gap_ev=9.331 molar_mass_g_mol=122.9 total_charge=-1 relative_energy_kcal_mol=21.1
B -0.03223 -0.54705 -0.44798 0.719
H 0.15975 0.06184 0.58186 -0.336
H 0.64722 -0.01897 -1.32948 -0.419
H 0.26860 -1.79987 -0.30482 -0.201
H -1.18575 -0.51597 -0.69991 -0.455
O -2.41670 -1.92854 1.49454 -0.662
H -2.14157 -2.72427 1.17742 0.326
H -1.92393 -1.52907 0.80141 0.259
O 2.67438 1.40135 1.80095 -0.630
H 2.48599 1.91001 2.53714 0.277
H 2.21744 0.57625 1.65939 0.348
O -1.18833 2.98624 -0.25515 -0.678
H -1.24012 2.00012 -0.35918 0.301
H -1.00654 3.26366 -1.08881 0.284
O 2.88136 1.75997 -1.66720 -0.650
H 2.07321 1.27519 -1.84516 0.296
H 2.60004 2.57561 -1.21208 0.291
O -1.67426 -1.25377 -3.56511 -0.660
H -2.42912 -1.82652 -3.54787 0.286
H -1.59328 -1.07244 -2.63119 0.345
O 0.39127 -1.93566 3.04444 -0.668
H 0.57925 -1.09790 3.53345 0.284
H -0.14668 -1.56023 2.32336 0.347

=====

38
Properties=species:S:1:pos:R:3:mulliken_charge:R:1 method="wB97M-V/def2-TZVPD" gap_ev=9.520 molar_mass_g_mol=213.0 total_charge=-1 relative_energy_kcal_mol=74.3
B 0.48932 -0.31218 0.05753 2.249
H 1.17132 0.69982 0.29453 -0.556
H -0.69568 0.08482 -0.29247 -0.703
H 0.88932 -0.93418 -0.94247 -0.505
H 0.43532 -1.07518 1.01853 -0.580
O -2.92868 2.30982 -1.79947 -0.692
H -2.65168 3.06682 -1.33847 0.307
H -2.12168 1.87782 -2.21747 0.364
O 0.67932 -3.70318 -2.09047 -0.694
H 0.11132 -3.39618 -1.31847 0.387
H 0.87332 -2.95318 -2.54147 0.277
O 3.24432 -2.21818 1.76353 -0.629
H 2.27032 -2.12018 1.74653 0.276
H 3.45632 -3.01918 1.36353 0.275
O -3.05368 0.25582 -0.22047 -0.756
H -2.20768 -0.16018 -0.05447 0.215
H -2.91568 1.19882 -0.64647 0.417
O 2.82332 1.25082 2.46753 -0.675
H 2.19432 1.07682 1.78853 0.213
H 3.42632 0.58682 2.36553 0.307
O -2.06468 1.80082 2.47253 -0.615
H -1.21768 1.73482 2.14553 0.271
H -2.33768 0.93082 2.43753 0.383
O -1.58868 -2.96018 -0.66547 -0.683
H -2.22468 -3.10218 -1.33947 0.317
H -1.45468 -1.97218 -0.75947 0.282
O -0.07168 3.37782 1.12453 -0.634
H -0.83368 3.71982 0.64353 0.285
H 0.21632 2.71582 0.49653 0.282
O 3.54532 0.02582 -1.95647 -0.537
H 4.01932 -0.18918 -1.37547 0.203
H 2.87632 -0.72718 -1.75647 0.281
O 0.07832 1.97382 -2.71747 -0.619
H 0.57832 1.64082 -2.02647 0.247
H 0.59732 2.72782 -3.04047 0.295
O -2.11768 -1.13518 2.51653 -0.689
H -2.25168 -2.05118 2.48453 0.294
H -1.23768 -1.02718 1.91253 0.143

=====

40
Properties=species:S:1:pos:R:3:mulliken_charge:R:1 method="wB97M-V/def2-TZVPD" gap_ev=7.192 molar_mass_g_mol=213.0 relative_energy_kcal_mol=78.3
N 20.74004 -43.39226 -42.56510 -0.407
H 20.22399 -42.72765 -42.99344 0.348
H 21.15221 -42.86829 -41.75200 0.406
H 21.40262 -43.87561 -43.14312 0.299
H 20.07456 -43.94896 -42.14390 0.318
B 19.73005 -47.60004 -44.08801 0.599
H 20.41405 -48.68014 -43.71123 0.036
H 20.43125 -47.15047 -45.06148 -0.206
H 18.63429 -47.91344 -44.62897 -0.419
H 19.54523 -46.59822 -43.23372 -0.359
O 23.41998 -48.98004 -43.64281 -0.766
H 22.87317 -48.22618 -43.40491 0.444
H 23.10585 -49.12733 -44.58589 0.422
O 19.99740 -50.26520 -46.02281 -0.798
H 20.19635 -51.23749 -45.65680 0.325
H 20.00633 -49.38326 -45.44512 0.192
O 16.66447 -50.22336 -45.48837 -0.626
H 16.91979 -49.56480 -46.10009 0.301
H 17.11704 -50.98551 -45.59853 0.282
O 22.70121 -46.95724 -42.76613 -0.540
H 21.82002 -47.09700 -42.90655 0.162
H 23.02226 -46.07751 -42.93730 0.225
O 22.67861 -46.75860 -47.12844 -0.663
H 23.20725 -46.33854 -46.28351 0.295
H 22.35694 -47.59428 -46.74200 0.385
O 16.12218 -49.20049 -42.99500 -0.765
H 16.57678 -49.43840 -43.92617 0.442
H 15.51851 -49.87746 -42.56543 0.291
O 18.40943 -49.16903 -41.62627 -0.707
H 17.73535 -49.29988 -42.22743 0.400
H 18.95772 -48.51567 -42.25597 0.221
O 17.79667 -45.89077 -46.17941 -0.726
H 16.82790 -45.93800 -46.05175 0.316
H 18.24352 -46.53296 -45.58821 0.232
O 21.27657 -46.63872 -40.13394 -0.709
H 20.34626 -47.08254 -39.74027 0.367
H 21.39052 -46.99488 -40.99331 0.381
O 22.38549 -49.27409 -46.15723 -0.679
H 22.74694 -50.04785 -46.42217 0.214
H 21.55474 -49.34267 -45.94412 0.466

=====

11
Properties=species:S:1:pos:R:3:mulliken_charge:R:1 method="wB97M-V/def2-TZVPD" gap_ev=6.547 molar_mass_g_mol=315.9 total_charge=+2
O 0.43011 2.74415 -0.18896 -0.442
S 0.10654 1.35130 -0.63683 1.163
O -0.89387 1.46181 -1.81762 -0.474
O 1.44728 0.60916 -1.11343 -0.400
O -0.68340 0.60470 0.67854 -0.344
B -0.17547 -0.74998 0.94840 0.697
O 0.66057 -0.89126 2.09512 -0.382
O -0.51018 -1.94664 0.16436 -0.553
H 1.61166 -0.85737 1.83778 0.388
H -0.06010 -1.95606 -0.72268 0.419
Lu -1.93313 -0.36979 -1.24468 1.929

=====

5
Properties=species:S:1:pos:R:3:mulliken_charge:R:1 method="wB97M-V/def2-TZVPD" gap_ev=7.993 molar_mass_g_mol=29.8 relative_energy_kcal_mol=118.8
B 0.48404 -0.79078 -0.15557 0.335
O -0.45986 1.50058 0.15140 -0.735
H -0.30957 -1.72755 -0.15244 0.069
H 1.67596 -0.48496 -0.13633 0.084
H -1.39057 1.50271 0.29295 0.247

=====

Number 1: LUMO 2.313 eV. Number 2: LUMO 3.187 eV. Number 3: LUMO 2.580 eV. Number 4: LUMO -1.957 eV. Number 5: LUMO -12.771 eV. Number 6: LUMO -1.398 eV.